Entry 1:
The following is a quantum chemistry calculation of C9H16AlClI2N3O2P as an isolated structure in a non-equilibrium geometry, from the OMol25 dataset.

## Properties
* HOMO-LUMO gap (alpha / beta): 6.79 / 4.67 eV
* relative energy (zero: lowest compared OMol25 entry of this formula, charge and spin): 44.6 kcal per mole
* HOMO level (alpha / beta): -14.857 / -15.204 eV
* charge: +2

Element x y z (Å)
I 3.562 2.797 -1.958
I 2.159 -1.710 -0.216
Al 0.625 0.227 -0.640
P -0.387 -1.610 -2.069
C -0.508 -3.430 -1.953
C -2.078 -1.119 -2.507
H 0.638 -0.388 -3.888
H -0.081 -1.953 -4.423
H 1.511 -1.904 -3.568
C 0.517 -1.450 -3.650
H -2.135 -0.027 -2.557
H -2.317 -1.559 -3.483
H -0.920 -3.813 -2.903
H -1.166 -3.710 -1.116
H -2.784 -1.478 -1.751
H 0.491 -3.857 -1.784
C -1.254 -2.340 0.897
O -1.153 -2.215 2.026
Cl 0.249 1.623 -2.212
C -2.207 2.107 2.428
N -0.760 1.875 2.396
C 0.098 2.405 3.341
C 1.437 2.176 3.224
C 1.938 1.498 2.093
N 1.087 1.171 1.095
C -0.242 1.203 1.361
O -0.958 0.549 0.496
N 3.207 1.111 1.970
H -2.532 2.639 1.527
H -2.408 2.719 3.303
H -2.763 1.169 2.502
H -0.375 2.966 4.146
H 2.148 2.508 3.972
H 3.873 1.315 2.700
H 3.489 0.505 1.203

Entry 2:
The following is a quantum chemistry calculation of one molecule with the formula C2H4O2S in a non-equilibrium geometry, from the OMol25 dataset.

## Properties
* structure (SMILES): O=C(O)CS
* HOMO-LUMO gap: 10.52 eV
* relative energy (zero: lowest compared OMol25 entry of this formula, charge and spin): 6.7 kcal per mole
* HOMO level: -10.053 eV
* charge: 0

Element x y z (Å)
O -0.320 0.524 2.098
C -0.028 0.035 1.072
O 0.404 -1.262 0.938
C 0.009 0.850 -0.179
S 0.006 -0.068 -1.708
H 0.393 -1.395 -0.090
H -0.750 1.663 -0.136
H 0.983 1.448 -0.211
H -1.280 -0.042 -1.888

Entry 3:
The following is a quantum chemistry calculation of a 5-piece molecular cluster, C13H18N2O9 overall in a non-equilibrium geometry, from the OMol25 dataset.

## Properties
* structure (SMILES): O=C1OCCO1.O=C1OCCO1.O=C1OCCO1.CC#N.CC#N
* HOMO-LUMO gap: 10.97 eV
* HOMO level: -10.656 eV
* charge: 0

Element x y z (Å)
O 7.985 6.822 13.859
C 7.613 7.268 12.816
O 6.331 7.474 12.436
C 6.349 8.405 11.302
C 7.600 8.031 10.639
O 8.452 7.807 11.834
H 5.385 8.230 10.726
H 6.497 9.361 11.831
H 8.021 8.818 10.018
H 7.499 7.126 10.163
O 6.222 12.380 12.974
C 6.281 13.553 13.038
O 5.336 14.368 12.580
C 5.658 15.736 12.879
C 7.089 15.656 13.419
O 7.365 14.232 13.388
H 5.513 16.302 11.966
H 4.939 16.102 13.627
H 7.195 16.025 14.416
H 7.831 16.105 12.751
O 3.235 12.055 14.712
C 4.146 11.286 14.824
O 5.171 11.380 15.758
C 6.224 10.419 15.582
C 5.705 9.626 14.379
O 4.430 10.206 14.055
H 7.150 10.934 15.317
H 6.429 9.793 16.442
H 5.547 8.561 14.608
H 6.357 9.697 13.519
C 7.106 14.674 7.630
C 7.285 14.546 9.069
N 7.365 14.452 10.241
H 7.718 13.897 7.195
H 7.421 15.701 7.393
H 6.016 14.470 7.413
C 4.306 12.238 10.229
C 4.768 11.342 9.160
N 5.088 10.543 8.405
H 3.443 12.894 10.031
H 5.166 12.919 10.493
H 4.096 11.658 11.133

Copy entry 1 word for word.
The following is a quantum chemistry calculation of C9H16AlClI2N3O2P as an isolated structure in a non-equilibrium geometry, from the OMol25 dataset.

## Properties
* HOMO-LUMO gap (alpha / beta): 6.79 / 4.67 eV
* relative energy (zero: lowest compared OMol25 entry of this formula, charge and spin): 44.6 kcal per mole
* HOMO level (alpha / beta): -14.857 / -15.204 eV
* charge: +2

Element x y z (Å)
I 3.562 2.797 -1.958
I 2.159 -1.710 -0.216
Al 0.625 0.227 -0.640
P -0.387 -1.610 -2.069
C -0.508 -3.430 -1.953
C -2.078 -1.119 -2.507
H 0.638 -0.388 -3.888
H -0.081 -1.953 -4.423
H 1.511 -1.904 -3.568
C 0.517 -1.450 -3.650
H -2.135 -0.027 -2.557
H -2.317 -1.559 -3.483
H -0.920 -3.813 -2.903
H -1.166 -3.710 -1.116
H -2.784 -1.478 -1.751
H 0.491 -3.857 -1.784
C -1.254 -2.340 0.897
O -1.153 -2.215 2.026
Cl 0.249 1.623 -2.212
C -2.207 2.107 2.428
N -0.760 1.875 2.396
C 0.098 2.405 3.341
C 1.437 2.176 3.224
C 1.938 1.498 2.093
N 1.087 1.171 1.095
C -0.242 1.203 1.361
O -0.958 0.549 0.496
N 3.207 1.111 1.970
H -2.532 2.639 1.527
H -2.408 2.719 3.303
H -2.763 1.169 2.502
H -0.375 2.966 4.146
H 2.148 2.508 3.972
H 3.873 1.315 2.700
H 3.489 0.505 1.203

Question: Number 1 is which compound?
Answer: C9H16AlClI2N3O2P